one.
Density functional theory data (ωB97M-V/def2-TZVPD) for the ion C4H11N2S with charge -1.

```
! wB97M-V def2-TZVPD RIJCOSX def2/J DEFGRID3
* xyz -1 1
C 2.35016 -0.74477 -1.26297
N 1.55155 -0.49289 0.01853
C 0.11492 -0.61279 -0.11031
C -0.67621 0.45593 0.78205
N -0.34699 1.81991 0.38281
C -2.12294 0.06231 0.73196
S -3.38904 1.23568 1.30143
H 2.91792 0.24149 -1.53345
H 3.23610 -1.38163 -1.11070
H 1.74658 -1.17836 -2.02032
H 1.77289 -1.13099 0.81751
H -0.43916 -1.61695 0.25856
H -0.05737 -0.40677 -1.18876
H -0.37316 0.48275 1.83135
H -1.03095 2.38830 0.88568
H -0.65567 1.87507 -0.63574
H -2.38040 -0.81802 1.26693
H -2.21823 -0.17827 -0.41457
*
```

Computed properties:
SMILES string = CNC[C@@H](N)C[S-]
orbital gap = 5.80 eV


two.
Density functional theory data (ωB97M-V/def2-TZVPD) for a cluster of 2 separate species, C4H11N2S in total.

```
! wB97M-V def2-TZVPD RIJCOSX def2/J DEFGRID3
* xyz -1 1
C 0.07715 -2.30397 0.92590
C 1.34920 -1.44395 0.48988
S 0.92575 -0.32823 -0.86170
N -0.56793 -3.02898 -0.19943
H -0.70614 -1.67906 1.35961
H 0.29688 -2.99613 1.81510
H 2.13978 -2.17394 0.21164
H 1.67899 -0.85553 1.35386
H -0.04114 -3.89039 -0.51596
H -0.39917 -2.35303 -0.99497
C -0.55440 2.95205 -1.44499
C -0.69142 2.24066 0.81037
N -0.95689 3.14638 -0.04633
H -1.42050 2.75157 -2.02526
H 0.26382 2.22770 -1.50887
H -0.25541 3.97661 -1.85670
H -1.22627 2.33937 1.77386
H 0.08768 1.41889 0.71398
*
```

Computed properties:
orbital gap = 6.85 eV


Unit: kJ/mol. Relative energies: one 18.4; two 0.0.


one.
Density functional theory data (ωB97M-V/def2-TZVPD) for a cluster of 2 separate species, C6H10N2O in total.

```
! wB97M-V def2-TZVPD RIJCOSX def2/J DEFGRID3
* xyz 0 1
C 0.05282 2.21627 -0.13012
C 0.65501 0.82856 -0.42680
C 1.70479 -0.05499 0.46273
C 1.63678 -1.07219 -0.77863
C 0.14924 -0.49303 -0.82794
C -0.47374 -0.78619 0.48073
H -0.54519 2.21179 1.02274
H -0.97598 2.38594 -0.89469
H 0.74256 3.00032 0.01074
H 1.41447 1.09731 -1.10259
H 2.85663 0.18042 0.74196
H 1.58436 -2.19285 -0.64797
H 2.21617 -0.74586 -1.60323
H -0.54153 -0.74730 -1.74698
H 0.17709 0.51887 1.72689
H -3.49108 0.56526 -0.17811
N 0.67866 -0.49197 1.36049
N -1.72233 -0.45370 0.77290
O -2.31016 -0.43560 -0.61779
*
```

Computed properties:
orbital gap = 7.70 eV


two.
Density functional theory data (ωB97M-V/def2-TZVPD) for an isolated molecule of C6H10N2O.

```
! wB97M-V def2-TZVPD RIJCOSX def2/J DEFGRID3
* xyz 0 1
C 1.40674 -0.83064 -0.98842
C 0.50676 -0.10018 0.12415
C 1.17827 1.20910 0.58593
N 0.12327 -1.00303 1.31008
C -1.29169 -0.92689 0.99712
C -1.00540 -0.03721 -0.21718
O -1.30018 -0.75182 -1.45735
C -1.72836 1.23439 -0.35669
N -2.39483 2.20071 -0.53755
H 0.83698 -1.57030 -1.61760
H 2.28994 -1.34605 -0.50097
H 1.81140 0.02315 -1.68561
H 1.93675 1.59460 -0.18175
H 1.67672 1.11328 1.57841
H 0.40324 2.06557 0.61953
H 0.46616 -0.49073 2.13561
H -1.89191 -0.53056 1.79494
H -1.64353 -1.85144 0.47988
H -1.38032 -0.00197 -2.08252
*
```

Computed properties:
SMILES string = CC1(C)NC[C@@]1(O)C#N
orbital gap = 10.16 eV


three.
Density functional theory data (ωB97M-V/def2-TZVPD) for a cluster of 2 separate species, C6H10N2O in total.

```
! wB97M-V def2-TZVPD RIJCOSX def2/J DEFGRID3
* xyz 0 1
H 0.95904 -3.42615 -1.52273
N 0.20492 -2.77091 -1.69439
C -0.20314 -2.15947 -0.66801
N -1.31759 -1.38540 -0.68397
C -1.54754 -0.32398 -1.30159
H 0.18693 -2.27829 0.35309
H -2.53299 0.11473 -1.21722
H -0.81445 0.20921 -1.90770
C -0.96871 1.99452 1.01817
C -0.41094 0.87968 1.47035
C 0.97080 0.40492 1.22492
C 1.70595 0.91372 0.01193
O 1.47349 -0.40205 1.97794
H -0.45682 2.69136 0.37782
H -1.97228 2.26713 1.29926
H -0.95965 0.24128 2.15052
H 1.56820 0.18512 -0.78842
H 2.76926 0.96700 0.22810
H 1.34554 1.87757 -0.32808
*
```

Computed properties:
SMILES string = [H]/N=C/N=C.C=CC(C)=O
orbital gap = 9.82 eV


Unit: kJ/mol. Relative energies: one 817.0; two 12.7; three 0.0.


one.
Density functional theory data (ωB97M-V/def2-TZVPD) for a cluster of 2 separate species, C4H5NO2S in total.

```
! wB97M-V def2-TZVPD RIJCOSX def2/J DEFGRID3
* xyz 0 1
O -0.97694 0.51256 0.99820
C -1.51895 1.57461 0.54662
C -1.72110 2.88118 0.54957
S -2.98884 1.82789 -0.43347
H -1.65129 -0.16164 1.11321
H -1.47416 3.90580 0.33545
N 1.25872 0.30528 -1.14517
C 1.15565 -0.75936 -0.35918
C 0.95077 -1.55973 0.52384
O 0.83467 -2.70666 1.18996
H 2.15725 0.83728 -1.01043
H 0.48011 0.66095 -1.76003
H 1.44802 -3.23296 0.70808
*
```

Computed properties:
SMILES string = OC1=CS1.NC#CO
orbital gap = 8.08 eV


two.
Density functional theory data (ωB97M-V/def2-TZVPD) for a cluster of 2 separate species, C4H5NO2S in total.

```
! wB97M-V def2-TZVPD RIJCOSX def2/J DEFGRID3
* xyz 0 1
C 0.74218 -0.48179 0.53586
C -0.41377 -0.03378 -0.02617
C -0.57330 2.18814 0.58361
C -1.15415 -0.63489 -1.17140
H 0.97317 -2.18579 -0.76752
H 2.21846 -2.08218 0.53829
H 1.14285 -0.00297 1.46234
H 1.04315 2.24050 0.48394
H -1.86625 0.16167 -1.70499
N 1.49286 -1.62780 0.08764
O -1.32180 0.81851 0.63264
O -0.74890 -1.70867 -1.61305
S -1.53451 3.34905 0.95879
*
```

Computed properties:
orbital gap = 7.98 eV


Unit: kJ/mol. Relative energies: one 66.8; two 0.0.


one.
Density functional theory data (ωB97M-V/def2-TZVPD) for an isolated molecule of C4H5NO2S.

```
! wB97M-V def2-TZVPD RIJCOSX def2/J DEFGRID3
* xyz 0 1
C -0.34190 -1.77232 -0.09923
C -0.27134 -0.47217 -0.37998
C -0.91165 0.00525 -1.65506
O -0.92262 1.15903 -2.00282
N 0.25189 0.54908 0.47225
O -0.80854 1.30710 0.90414
C 1.45444 0.70133 0.97517
S 1.86108 1.87825 2.01659
H -0.67554 -2.47791 -0.87560
H -0.09107 -2.11873 0.86245
H -1.39763 -0.80124 -2.19985
H -0.34685 2.03105 1.40387
H 2.19972 0.01127 0.57807
*
```

Computed properties:
SMILES string = C=C(C=O)N(O)C=S
orbital gap = 8.52 eV


two.
Density functional theory data (ωB97M-V/def2-TZVPD) for a cluster of 2 separate species, C4H5NO2S in total.

```
! wB97M-V def2-TZVPD RIJCOSX def2/J DEFGRID3
* xyz 0 1
C -1.49072 1.96489 -0.08076
C -0.73113 0.70239 -0.01442
C -1.04468 -0.36216 -0.76580
S -1.43849 -1.59832 -1.62539
H -1.37633 2.65271 0.82453
H -2.48670 1.71507 -0.07585
H -1.08945 2.55794 -0.96552
H 0.14057 0.50324 0.64205
O 1.38063 -3.38976 1.61494
C 1.62198 -2.50717 0.91759
N 1.65597 -1.59095 0.14079
O 2.27913 -0.31052 0.18812
H 2.57922 -0.33736 -0.80029
*
```

Computed properties:
SMILES string = CC=C=S.O=C=NO
orbital gap = 8.15 eV


Unit: kJ/mol. Relative energies: one 0.0; two 139.0.


one.
Density functional theory data (ωB97M-V/def2-TZVPD) for a cluster of 2 separate species, C3H3N3O in total.

```
! wB97M-V def2-TZVPD RIJCOSX def2/J DEFGRID3
* xyz 0 1
N 2.20813 -0.04084 0.11242
C 1.04350 -0.37951 0.10416
C -0.12733 -0.97248 0.30956
C -1.47010 -0.39583 0.45507
O -2.45138 -0.96231 0.88192
H 2.65490 0.42546 -0.66633
H -0.04041 -2.04844 0.27811
H -1.56041 0.62368 0.05776
N 0.37089 1.69056 -0.90606
N -0.62778 2.05970 -0.62659
*
```

Computed properties:
SMILES string = N=C=CC=O.N#N
orbital gap = 9.68 eV


two.
Density functional theory data (ωB97M-V/def2-TZVPD) for a structure of composition C3H3N3O.

```
! wB97M-V def2-TZVPD RIJCOSX def2/J DEFGRID3
* xyz 0 1
N 1.87263 0.56164 -0.06786
C 0.50523 0.27924 0.09799
N 1.41532 1.91032 -0.28437
N 0.22760 1.69296 0.08267
O -2.26483 0.34979 0.66046
C -1.72831 -0.66790 0.29004
C -0.27751 -0.79077 0.01679
H 2.46080 0.06776 -0.73487
H -2.30508 -1.60249 0.15616
H 0.13709 -1.76130 -0.24356
*
```

Computed properties:
orbital gap = 9.24 eV


Unit: kJ/mol. Relative energies: one 0.0; two 235.9.


one.
Density functional theory data (ωB97M-V/def2-TZVPD) for a cluster of 2 separate species, C3H3N3O in total.

```
! wB97M-V def2-TZVPD RIJCOSX def2/J DEFGRID3
* xyz 0 1
N -1.77058 1.69223 -0.18750
C -0.72369 1.05563 -0.14791
C 0.43946 0.47402 0.06040
C 0.69409 -0.49247 1.29405
O 0.94915 -0.14078 2.41430
H -2.49031 1.45820 -0.86623
H 1.26266 0.76633 -0.60343
H 0.60734 -1.54604 0.95237
N 0.20304 -1.81559 -0.85291
N -0.00980 -2.18530 -1.86430
*
```

Computed properties:
SMILES string = N=C=CC=O.N#N
orbital gap = 9.76 eV


two.
Density functional theory data (ωB97M-V/def2-TZVPD) for a cluster of 2 separate species, C3H3N3O in total.

```
! wB97M-V def2-TZVPD RIJCOSX def2/J DEFGRID3
* xyz 0 1
C -1.32173 1.36327 -0.07690
N -1.35764 0.18749 0.73910
C -0.66792 -0.68029 0.08202
O -0.17990 -0.17020 -1.05544
N -0.59647 1.13549 -1.14606
H -1.84974 2.27971 0.28123
H -0.48721 -1.63536 0.41008
C 2.21579 -0.84441 0.13674
N 2.28928 0.24892 0.49595
H 1.95556 -1.88462 0.13328
*
```

Computed properties:
SMILES string = c1ncon1.C#N
orbital gap = 11.85 eV


Unit: kJ/mol. Relative energies: one 0.0; two 92.6.


one.
Density functional theory data (ωB97M-V/def2-TZVPD) for an isolated molecule of C3H3N3O.

```
! wB97M-V def2-TZVPD RIJCOSX def2/J DEFGRID3
* xyz 0 1
C 2.79366 0.03965 -0.00241
C 0.48738 0.54863 0.02321
C -0.98359 0.47562 -0.01275
N 3.92316 -0.07066 0.20182
N -2.13724 -1.61551 0.21351
N 1.54916 -0.20914 -0.03520
O -2.02880 -0.37978 -0.14580
H 0.79244 1.69733 0.04425
H -1.36624 1.41748 -0.07820
H -3.02994 -1.90363 -0.20844
*
```

Computed properties:
orbital gap (spin up / spin down) = 8.38 / 7.66 eV


two.
Density functional theory data (ωB97M-V/def2-TZVPD) for an isolated molecule of C3H3N3O.

```
! wB97M-V def2-TZVPD RIJCOSX def2/J DEFGRID3
* xyz 0 1
H 0.22098 -2.41900 0.31097
N 1.01286 -1.79381 0.32070
C 0.88029 -0.62900 -0.03318
C 1.78852 0.47709 -0.00265
N 2.29170 1.49492 0.21934
C -0.88824 -0.23055 -0.17551
N -1.16013 1.08667 -0.08871
O -1.57665 -1.18193 -0.06485
H -0.49452 1.74124 -0.54333
H -2.07481 1.45436 0.05721
*
```

Computed properties:
SMILES string = [H]/N=C(/C#N)C(N)=O
orbital gap = 9.80 eV


Unit: kJ/mol. Relative energies: one 497.2; two 0.0.